# 1
The following is a DFT calculation (ωB97M-V with the def2-TZVPD basis set) of a 14-piece molecular cluster, C28H85IO19P2Si overall.

Atoms and positions in Å:
C (-3.8065, -2.4103, 0.5412)
C (-3.3082, -3.8576, 0.6100)
C (-1.9312, -4.0604, -0.0456)
C (-0.8538, -3.0590, 0.4168)
C (-0.7182, -2.9223, 1.9355)
C (-0.3126, -1.4909, 2.3226)
C (-0.9624, -0.9581, 3.6154)
C (-1.6869, 0.3796, 3.4686)
C (-0.9220, 1.4450, 2.6704)
C (-1.4439, 1.6477, 1.2442)
C (-0.6222, 2.5933, 0.3682)
O (0.8105, 2.3076, 0.2704)
C (1.1606, 1.0509, 0.2306)
O (0.6009, 0.1575, -0.3085)
P (2.8066, 0.6844, 1.0292)
O (3.7062, 1.7419, 0.6226)
O (2.7009, 0.6607, 2.6243)
O (3.3344, -0.7453, 0.5603)
P (-0.6243, 4.2909, 1.2114)
O (-0.0223, 5.2668, 0.0166)
I (-2.9303, 4.9415, 1.7236)
Si (-1.2931, 2.7039, -1.4598)
C (0.1829, 2.8128, -2.6242)
C (-2.4958, 4.1025, -1.7848)
C (-2.2187, 1.1132, -1.9102)
H (-3.0860, -1.7353, 0.0852)
H (-4.7084, -2.3263, -0.0510)
H (-3.9802, -2.0243, 1.5405)
H (-3.2048, -4.1990, 1.6328)
H (-3.9791, -4.5313, 0.0992)
H (-2.0745, -3.8889, -1.1124)
H (-1.5564, -5.0720, 0.0933)
H (-1.0733, -2.1092, -0.0617)
H (0.0837, -3.3872, -0.0280)
H (0.0443, -3.6290, 2.2437)
H (-1.6325, -3.1646, 2.4647)
H (0.7699, -1.3872, 2.3705)
H (-0.6347, -0.8600, 1.5036)
H (-1.6806, -1.6990, 3.9563)
H (-0.2056, -0.9369, 4.3936)
H (-1.8013, 0.7696, 4.4780)
H (-2.7050, 0.2510, 3.1117)
H (-1.0026, 2.3965, 3.1876)
H (0.1355, 1.1826, 2.6680)
H (-1.5708, 0.7171, 0.7001)
H (-2.4558, 2.0334, 1.3330)
H (2.8875, -0.2085, 3.0091)
H (2.8697, -1.4304, 1.0769)
H (-0.6379, 5.9896, -0.1954)
H (-0.0506, 3.5024, -3.4307)
H (0.3762, 1.8364, -3.0538)
H (1.0989, 3.1070, -2.1199)
H (-2.8209, 3.9866, -2.8268)
H (-2.0688, 5.0980, -1.7337)
H (-3.4062, 4.0632, -1.1978)
H (-1.6310, 0.2318, -1.6585)
H (-2.3812, 1.1115, -2.9850)
H (-3.1807, 1.0331, -1.4082)
C (6.9113, 0.4939, -0.2641)
O (6.7629, 0.6484, 1.1386)
H (7.7836, -0.1270, -0.4584)
H (6.0213, 0.0132, -0.6821)
H (7.0513, 1.4740, -0.7273)
H (5.9853, 1.2052, 1.2551)
C (1.9338, -4.5612, 4.8135)
O (1.6099, -3.2612, 4.3131)
H (1.0902, -5.2211, 4.6308)
H (2.8137, -4.9450, 4.2941)
H (2.1285, -4.5129, 5.8874)
H (2.3690, -2.6939, 4.4831)
C (-7.3317, 5.8041, 0.7984)
O (-6.5683, 4.6975, 1.2686)
H (-8.3639, 5.4795, 0.6952)
H (-7.2882, 6.6326, 1.5101)
H (-6.9639, 6.1383, -0.1752)
H (-5.6546, 4.9924, 1.3574)
C (2.7681, -0.7241, -3.7533)
O (2.1845, 0.2768, -2.9238)
H (3.5396, -0.2534, -4.3581)
H (3.2217, -1.5099, -3.1437)
H (2.0151, -1.1622, -4.4130)
H (1.5028, -0.1505, -2.3918)
C (-3.5400, 4.5158, -6.1015)
O (-3.8331, 4.6998, -4.7184)
H (-2.6588, 3.8840, -6.1778)
H (-4.3758, 4.0278, -6.6091)
H (-3.3340, 5.4759, -6.5805)
H (-4.6127, 5.2619, -4.6605)
C (-0.2001, 9.1646, -0.5391)
O (-0.6798, 8.3791, -1.6303)
H (-1.0510, 9.6297, -0.0486)
H (0.3245, 8.5272, 0.1778)
H (0.4761, 9.9444, -0.8964)
H (0.0887, 7.9765, -2.0498)
C (3.2685, 3.9511, -5.4696)
O (1.9841, 3.4134, -5.1747)
H (3.1789, 4.5701, -6.3594)
H (3.6278, 4.5657, -4.6398)
H (3.9864, 3.1492, -5.6642)
H (2.0737, 2.8681, -4.3837)
C (-5.1969, -7.5581, 1.8304)
O (-4.7111, -6.7824, 0.7394)
H (-5.1562, -6.9415, 2.7246)
H (-6.2313, -7.8642, 1.6546)
H (-4.5748, -8.4445, 1.9793)
H (-4.7498, -7.3345, -0.0486)
C (5.1785, 2.5923, -3.0332)
O (4.7002, 3.5655, -2.1143)
H (5.8555, 3.0787, -3.7325)
H (5.7148, 1.8041, -2.5006)
H (4.3439, 2.1522, -3.5882)
H (4.1063, 3.1183, -1.4971)
C (-4.9497, 5.8779, 5.6913)
O (-4.4263, 6.6122, 4.5897)
H (-4.9130, 6.5187, 6.5685)
H (-5.9870, 5.5890, 5.5037)
H (-4.3486, 4.9839, 5.8774)
H (-4.4620, 6.0375, 3.8169)
C (3.7230, -4.7202, 1.4605)
O (3.9676, -5.8815, 2.2580)
H (2.8216, -4.2324, 1.8309)
H (4.5683, -4.0296, 1.5417)
H (3.5767, -5.0087, 0.4182)
H (4.7667, -6.2954, 1.9172)
C (3.2024, -6.7909, -2.6779)
O (2.7750, -6.5757, -1.3378)
H (3.2195, -5.8295, -3.1857)
H (4.2067, -7.2230, -2.6976)
H (2.5107, -7.4574, -3.1987)
H (2.7628, -7.4360, -0.9014)
C (3.8616, -10.5895, 0.5743)
O (3.5901, -9.2707, 0.1059)
H (2.9928, -11.2059, 0.3613)
H (4.7305, -11.0072, 0.0608)
H (4.0390, -10.5829, 1.6518)
H (4.3598, -8.7235, 0.2945)

Results
relative energy (zero: lowest compared OMol25 entry of this formula, charge and spin) = 119.2 kJ/mol
HOMO energy = -8.36 eV
HOMO-LUMO gap = 8.163 eV
calculated total energy = -103870.707 eV



# 2
The following is a DFT calculation (ωB97M-V with the def2-TZVPD basis set) of the molecule C7H6Cl4O.

Atoms and positions in Å:
C (2.3304, -0.4312, -0.0470)
C (2.1388, 0.9047, 0.0079)
C (0.1266, -0.9339, -0.8128)
C (-0.1494, 0.6165, -0.8997)
C (0.4816, -0.0122, 1.4312)
C (1.0180, -1.0945, 0.4402)
C (0.6812, 1.0552, 0.2817)
O (1.2520, 0.3163, 2.5478)
Cl (3.7298, -1.1694, -0.7403)
Cl (3.1746, 2.0910, -0.2483)
Cl (1.2038, -2.7622, 1.0126)
Cl (0.2763, 2.7670, 0.8964)
H (-0.7980, -1.4668, -0.7740)
H (0.5883, -1.2966, -1.6921)
H (0.3294, 0.9973, -1.8245)
H (-1.1472, 0.8317, -1.0041)
H (-0.4785, -0.2236, 1.8918)
H (2.1046, -0.1549, 2.5423)

Results
relative energy (zero: lowest compared OMol25 entry of this formula, charge and spin) = 0.0 kJ/mol
HOMO energy = -9.32 eV
HOMO-LUMO gap = 9.816 eV
calculated total energy = -59492.322 eV
SMILES string = O[C@@H]1[C@@]2(Cl)CC[C@]1(Cl)C(Cl)=C2Cl



# 3
The following is a DFT calculation (ωB97M-V with the def2-TZVPD basis set) of a 2-piece molecular cluster, C2H5NO3 overall.

Atoms and positions in Å:
O (1.4634, 0.7651, 0.0722)
C (0.3930, 1.2505, -0.1862)
N (-0.7116, 0.5443, -0.6598)
C (-0.5318, -0.7403, -1.2896)
O (0.4604, -1.0961, -1.8340)
H (0.2201, 2.3319, -0.0628)
H (-1.5912, 1.0330, -0.7144)
H (-1.4652, -1.3220, -1.1998)
H (0.7686, -0.3359, 2.3719)
H (0.5373, -1.2085, 1.2625)
O (0.4570, -1.2219, 2.2400)

Results
relative energy (zero: lowest compared OMol25 entry of this formula, charge and spin) = 85.5 kJ/mol
HOMO energy = -10.57 eV
HOMO-LUMO gap = 10.932 eV
calculated total energy = -9787.303 eV
SMILES string = O=CNC=O.O



# 4
The following is a DFT calculation (ωB97M-V with the def2-TZVPD basis set) of a 2-piece molecular cluster, CH3N4O overall.

Atoms and positions in Å:
C (0.2618, 1.6673, 0.6669)
N (0.8091, 2.5468, 0.1136)
N (-0.2086, -1.5075, -1.1267)
N (-1.0242, -0.5604, -1.0590)
N (-0.4328, 0.7336, 1.2454)
O (0.5889, -0.3286, 1.6192)
H (-0.6180, -2.3510, -0.7572)
H (1.1751, -0.4264, 0.8779)
H (-0.5513, 0.2262, -1.5800)

Results
relative energy (zero: lowest compared OMol25 entry of this formula, charge and spin) = 220.4 kJ/mol
HOMO energy (spin up / spin down) = -2.93 / -2.93 eV
HOMO-LUMO gap (spin up / spin down) = 7.516 / 7.515 eV
charge = -1
calculated total energy = -9090.461 eV



# 5
The following is a DFT calculation (ωB97M-V with the def2-TZVPD basis set) of a 2-piece molecular cluster, C21H27BCl2F3NO9P overall.

Atoms and positions in Å:
C (2.9317, 0.3893, 0.6675)
B (1.8511, -0.2047, 1.6360)
O (2.0524, -0.0683, 2.9755)
C (0.5605, -0.9696, 1.0593)
C (0.7549, -2.2583, 0.5926)
C (-0.2552, -2.9997, 0.0087)
C (-1.5196, -2.4700, -0.1563)
O (-2.5068, -3.2598, -0.6921)
C (-1.7860, -1.1756, 0.2879)
C (-3.1606, -0.5414, 0.1262)
C (-4.0831, -1.0282, -0.9836)
O (-5.0183, -2.0548, -0.5780)
C (-6.1874, -1.6039, -0.0637)
C (-7.3965, -2.2031, -0.7281)
O (-6.2497, -0.8139, 0.8389)
C (-0.7429, -0.4557, 0.9339)
C (-1.0383, 0.9175, 1.4972)
Cl (-0.8788, 0.8938, 3.2931)
C (-0.2108, 2.0412, 0.8659)
C (-0.0667, 1.8605, -0.6332)
Cl (-1.0668, 3.5871, 1.2030)
C (0.2899, -4.3095, -0.3928)
O (-0.1654, -5.0931, -1.1825)
N (1.5628, -4.4719, 0.2776)
P (1.5213, -5.5168, 1.7124)
C (0.4026, -6.8152, 1.0864)
O (0.5072, -4.7386, 2.7469)
C (1.9711, -3.1144, 0.6310)
O (3.1028, -2.8105, 0.8755)
H (3.8586, -0.1599, 0.8516)
H (3.1185, 1.4489, 0.8538)
H (2.6688, 0.2566, -0.3812)
H (1.4247, -0.5849, 3.4916)
H (-2.2145, -3.5803, -1.5537)
H (-3.6826, -0.5673, 1.0840)
H (-2.9932, 0.5133, -0.0961)
H (-4.6715, -0.1760, -1.3295)
H (-3.5398, -1.4460, -1.8238)
H (-7.5687, -1.7039, -1.6813)
H (-8.2572, -2.0302, -0.0843)
H (-7.2685, -3.2740, -0.8716)
H (-2.0792, 1.1822, 1.3689)
H (0.7542, 2.1472, 1.3591)
H (-1.0053, 1.4906, -1.0595)
H (0.1930, 2.8086, -1.1061)
H (0.7558, 1.1783, -0.8403)
H (-0.6380, -6.4772, 1.0893)
H (0.5001, -7.6902, 1.7272)
H (0.6426, -7.0742, 0.0579)
H (-0.4336, -4.8562, 2.5655)
C (4.8472, 6.3820, -0.7697)
C (3.3458, 6.5478, -0.9823)
O (2.8053, 5.8708, -2.0888)
C (2.4958, 4.4448, -1.9149)
O (1.8726, 4.1316, -0.8223)
C (3.7713, 3.5680, -2.1030)
F (4.6365, 4.0321, -3.0461)
F (3.3981, 2.3339, -2.5339)
F (4.5007, 3.3602, -0.9918)
H (5.3774, 6.4428, -1.7215)
H (5.2143, 7.1741, -0.1101)
H (5.0918, 5.4308, -0.3027)
H (3.1530, 7.6073, -1.1861)
H (2.7919, 6.2925, -0.0725)
H (1.9589, 4.2634, -2.8810)

Results
HOMO energy = -4.26 eV
HOMO-LUMO gap = 5.533 eV
charge = -1
calculated total energy = -85299.764 eV



# 6
The following is a DFT calculation (ωB97M-V with the def2-TZVPD basis set) of the molecule C5H9N3.

Atoms and positions in Å:
C (-0.4186, -0.2322, 0.1207)
C (-1.5905, 0.2760, -0.6913)
C (-0.4097, -1.7370, 0.2646)
C (0.8451, 0.5780, -0.0002)
N (1.1161, 1.5144, -0.9902)
C (1.8092, 0.1002, 1.0240)
N (-0.1087, 0.6470, 1.2397)
N (0.9712, 0.0415, 1.9981)
H (0.3320, 1.7087, -1.5965)
H (1.5104, 2.3760, -0.6294)
H (2.8594, -0.1260, 1.0182)
H (-2.5092, -0.1495, -0.2951)
H (-1.4891, -0.0253, -1.7330)
H (-1.6692, 1.3585, -0.6257)
H (0.4214, -2.0756, 0.8778)
H (-1.3354, -2.0586, 0.7373)
H (-0.3345, -2.1962, -0.7190)

Results
relative energy (zero: lowest compared OMol25 entry of this formula, charge and spin) = 319.9 kJ/mol
HOMO energy = -8.69 eV
HOMO-LUMO gap = 9.588 eV
calculated total energy = -9798.151 eV
SMILES string = CC1(C)N2N=C[C@]21N



# 7
The following is a DFT calculation (ωB97M-V with the def2-TZVPD basis set) of the molecule C7H3N.

Atoms and positions in Å:
C (-0.7358, -2.6789, 0.8451)
C (0.3334, 1.4823, -0.5648)
C (0.8262, 0.3512, -1.1447)
C (-0.3596, 1.3613, 0.6063)
C (-0.3634, -1.1007, 0.4129)
C (0.4286, -0.8334, -0.6376)
C (-0.5808, 0.1089, 1.0074)
N (-0.9832, -3.7390, 1.1672)
H (0.4071, 2.5621, -0.9075)
H (1.6822, 0.2723, -1.7840)
H (-0.6546, 2.2138, 0.9996)

Results
relative energy (zero: lowest compared OMol25 entry of this formula, charge and spin) = 116.4 kJ/mol
HOMO energy (spin up / spin down) = -9.92 / -9.80 eV
HOMO-LUMO gap (spin up / spin down) = 8.947 / 8.737 eV
calculated total energy = -8791.244 eV



# 8
The following is a DFT calculation (ωB97M-V with the def2-TZVPD basis set) of a 2-piece molecular cluster, C4H8ClN overall.

Atoms and positions in Å:
C (2.4629, -0.6455, 0.5279)
C (1.3259, -0.3208, 1.0632)
C (-1.7226, 0.4494, 0.5551)
C (-0.5089, -0.0103, -1.6013)
N (-0.9028, -0.2920, -0.2611)
Cl (1.0144, 0.7497, 2.3502)
H (3.3867, -0.6323, 1.1385)
H (2.5275, -1.2874, -0.2806)
H (-1.5272, 0.2415, 1.5844)
H (-1.8956, 1.4632, 0.4234)
H (-2.7523, 0.0653, 0.3731)
H (0.1191, -0.8428, -1.9546)
H (-1.4539, 0.1164, -2.0726)
H (-0.0731, 0.9455, -1.8457)

Results
relative energy (zero: lowest compared OMol25 entry of this formula, charge and spin) = 493.7 kJ/mol
HOMO energy (spin up / spin down) = -8.33 / -8.76 eV
HOMO-LUMO gap (spin up / spin down) = 8.595 / 8.535 eV
calculated total energy = -18284.655 eV



Max |F| for every record listed, in sequence, given in eV/A: 2.43, 4.17, 1.58, 1.51, 0.89, 1.18, 6.13, 3.21.